Formula: C10H10BF2IrN2O5S
Source: the OMol25 dataset
Level of theory: ωB97M-V/def2-TZVPD

Last column: Mulliken charge in e.
Positions of all 32 atoms, in Å:
Ir: -0.807 1.727 -0.149  0.90
N: 1.408 1.375 0.202  -0.55
C: 2.181 2.622 0.444  -0.64
C: 1.891 3.697 -0.599  -0.60
C: 0.544 4.370 -0.414  0.55
O: 0.356 5.492 -0.095  -0.44
O: -0.518 3.511 -0.631  -0.42
H: 1.525 0.723 0.981  0.30
H: 1.778 0.906 -0.623  0.32
H: 3.247 2.396 0.418  0.43
H: 1.944 2.980 1.446  0.40
H: 1.942 3.274 -1.606  0.33
H: 2.642 4.482 -0.526  0.35
F: -3.722 1.241 -0.625  -0.15
B: -2.875 1.765 0.227  0.48
F: -3.294 2.251 1.365  -0.17
O: -0.946 0.189 -1.478  -0.69
C: -0.935 -0.718 -0.566  1.47
N: -1.017 -0.158 0.628  -0.37
S: -0.480 -1.233 1.823  1.06
O: -1.463 -1.406 2.828  -0.57
O: 0.855 -0.823 2.154  -0.69
C: -0.461 -2.591 0.669  0.17
C: -0.236 -3.916 0.950  -0.61
C: -0.237 -4.799 -0.128  -0.50
C: -0.460 -4.355 -1.429  -0.59
C: -0.695 -3.016 -1.701  -0.64
C: -0.692 -2.135 -0.631  0.03
H: -0.059 -4.263 1.959  0.48
H: -0.063 -5.851 0.053  0.43
H: -0.459 -5.070 -2.240  0.42
H: -0.894 -2.669 -2.706  0.53

The frontier orbital gap (alpha / beta) comes out at 0.295 / 0.255 Eh. Its net charge is +1. Its multiplicity is 2. The expectation value of S² is 0.755. For the HOMO energy (alpha / beta), the calculation gives -13.77 / -13.68 eV. The value obtained for the largest force on an atom is 0.79 eV Å⁻¹. Its total energy is -43529.9393 eV. The LUMO energy (alpha / beta) is -5.74 / -6.74 eV.

---

Formula: C10H10BN7O4
Source: the OMol25 dataset
Level of theory: ωB97M-V/def2-TZVPD

Last column: Mulliken charge in e.
Positions of all 32 atoms, in Å:
H: 0.541 -0.320 0.230  -0.23
B: -1.804 -1.467 -0.795  0.32
N: -2.583 -0.343 -1.298  -0.01
C: -3.781 -0.824 -1.758  -0.11
C: -4.721 0.039 -2.287  -0.65
C: -4.461 1.411 -2.356  -0.09
C: -3.230 1.877 -1.880  -0.65
C: -2.292 0.999 -1.352  0.12
H: -1.134 -1.994 -1.599  0.04
H: -2.007 -1.729 0.330  0.04
H: -3.926 -1.909 -1.673  0.44
H: -5.644 -0.409 -2.633  0.38
H: -5.197 2.102 -2.775  0.42
H: -2.980 2.927 -1.915  0.40
H: -1.306 1.294 -0.967  0.32
O: 4.202 -1.131 4.383  -0.58
N: 4.322 -1.176 3.148  0.89
O: 5.271 -1.799 2.602  -0.64
C: 3.375 -0.550 2.197  -0.35
C: 3.527 -0.717 0.817  -0.12
C: 2.618 -0.195 -0.062  -0.52
N: 2.689 -0.220 -1.484  0.96
O: 3.683 -0.701 -2.052  -0.67
O: 1.741 0.325 -2.102  -0.66
C: 1.341 0.421 0.379  0.32
N: 1.307 0.658 1.791  0.62
N: 0.332 1.351 2.468  -0.66
N: 0.669 1.318 3.726  -0.58
N: 1.790 0.587 3.923  -0.31
C: 2.200 0.147 2.698  0.67
H: 4.399 -1.279 0.473  0.53
H: 1.059 1.308 -0.175  0.38

The frontier orbital gap comes out at 0.159 Eh. For the HOMO energy, the calculation gives -7.07 eV. The value obtained for the largest force on an atom is 2.98 eV Å⁻¹. Its total energy is -29819.0858 eV. The LUMO energy is -2.73 eV.

---

Formula: C10H10BrClO4Tb
Source: the OMol25 dataset
Level of theory: ωB97M-V/def2-TZVPD

Last column: Mulliken charge in e.
Positions of all 27 atoms, in Å:
C: 0.930 -1.354 -1.838  -0.34
C: -0.009 -0.569 -2.577  -0.57
C: 0.410 0.802 -2.504  -0.50
H: -0.834 -0.961 -3.176  0.50
C: 1.603 0.854 -1.713  -0.71
C: 1.942 -0.481 -1.335  -0.23
H: 2.880 -0.799 -0.875  0.41
H: 0.948 -2.442 -1.804  0.48
H: -0.052 1.637 -3.039  0.39
H: 2.204 1.742 -1.508  0.42
Tb: -0.401 0.136 -0.187  0.79
Br: -2.950 -0.123 -1.046  -0.54
C: -0.526 -0.658 2.470  -0.59
C: 0.851 -0.942 2.208  -0.56
C: 0.908 -2.004 1.255  -0.38
H: 1.708 -0.504 2.719  0.37
C: -0.430 -2.363 0.909  -0.56
C: -1.318 -1.551 1.682  -0.59
H: -2.403 -1.656 1.717  0.53
H: -0.907 0.060 3.196  0.46
H: 1.807 -2.530 0.937  0.47
H: -0.726 -3.194 0.275  0.41
O: -1.631 3.880 -0.424  -0.60
Cl: -1.163 3.438 0.861  1.64
O: -0.268 4.361 1.485  -0.61
O: -2.278 3.081 1.682  -0.59
O: -0.296 2.138 0.630  -0.52

The frontier orbital gap (alpha / beta) comes out at 0.279 / 0.283 Eh. Its net charge is -1. Its multiplicity is 7. The expectation value of S² is 12.688. For the HOMO energy (alpha / beta), the calculation gives -4.82 / -4.92 eV. The value obtained for the largest force on an atom is 3.12 eV Å⁻¹. Its total energy is -123719.6188 eV. The LUMO energy (alpha / beta) is 2.79 / 2.79 eV.

---

Formula: C10H10BrClPt
Source: the OMol25 dataset
Level of theory: ωB97M-V/def2-TZVPD

Last column: Mulliken charge in e.
Positions of all 23 atoms, in Å:
C: -3.073 -1.846 0.573  -0.01
C: -2.841 -0.558 0.026  -0.74
C: -2.089 0.209 1.001  -0.39
H: -3.210 -0.166 -0.922  0.43
C: -1.895 -0.620 2.155  -0.11
C: -2.433 -1.916 1.868  -0.92
H: -2.505 -2.738 2.565  0.48
H: -3.677 -2.654 0.163  0.35
H: -1.859 1.270 0.879  0.36
H: -1.540 -0.340 3.139  0.37
Pt: -0.679 -1.594 0.320  1.07
Cl: -0.251 -3.417 1.624  -0.45
C: 3.362 0.511 -1.175  -0.45
C: 3.223 1.415 -0.086  -0.36
C: 2.301 2.436 -0.467  -0.34
H: 3.727 1.344 0.874  0.40
C: 1.863 2.159 -1.800  -0.43
C: 2.525 0.974 -2.242  -0.44
H: 2.400 0.491 -3.213  0.46
H: 3.990 -0.376 -1.190  0.38
H: 1.986 3.275 0.154  0.40
H: 1.146 2.747 -2.368  0.37
Br: -0.470 -0.605 -1.881  -0.43

The frontier orbital gap (alpha / beta) comes out at 0.310 / 0.208 Eh. Its multiplicity is 5. The expectation value of S² is 6.027. For the HOMO energy (alpha / beta), the calculation gives -7.90 / -7.82 eV. The value obtained for the largest force on an atom is 3.26 eV Å⁻¹. Its total energy is -96338.9503 eV. The LUMO energy (alpha / beta) is 0.52 / -2.16 eV.

---

Formula: C10H10BrF5OTeV
Source: the OMol25 dataset
Level of theory: ωB97M-V/def2-TZVPD

Last column: Mulliken charge in e.
Positions of all 29 atoms, in Å:
C: -1.913 -0.883 -0.240  -0.73
C: -1.586 -1.330 1.092  -0.28
C: -1.567 -0.214 1.952  -0.64
H: -1.504 -2.364 1.422  0.45
C: -1.946 0.953 1.197  -0.20
C: -2.182 0.534 -0.151  -0.73
H: -2.556 1.170 -0.949  0.39
H: -2.049 -1.504 -1.119  0.36
H: -1.389 -0.217 3.023  0.61
H: -2.160 1.933 1.618  0.40
V: 0.021 0.201 0.103  0.96
Br: 1.117 -1.943 -0.415  -0.54
C: 1.941 0.691 -2.539  -0.49
C: 0.842 1.473 -2.968  -0.08
C: -0.174 0.589 -3.471  -0.58
H: 0.757 2.563 -2.939  0.32
C: 0.298 -0.731 -3.334  -0.34
C: 1.614 -0.688 -2.745  -0.70
H: 2.276 -1.526 -2.575  0.58
H: 2.863 1.057 -2.088  0.31
H: -1.127 0.911 -3.910  0.38
H: -0.223 -1.644 -3.632  0.35
F: 2.130 -0.018 5.808  -0.49
Te: 1.481 0.293 4.051  1.60
F: 1.010 -1.470 3.567  -0.38
F: 0.123 1.843 -0.664  -0.64
F: 3.267 -0.286 3.502  -0.50
F: -0.311 0.234 4.927  -0.55
O: 0.946 0.373 1.476  -0.83

The frontier orbital gap (alpha / beta) comes out at 0.136 / 0.205 Eh. Its net charge is -2. Its multiplicity is 4. The expectation value of S² is 3.776. For the HOMO energy (alpha / beta), the calculation gives 0.95 / -0.92 eV. The value obtained for the largest force on an atom is 5.28 eV Å⁻¹. Its total energy is -129191.1985 eV. The LUMO energy (alpha / beta) is 4.67 / 4.66 eV.

---

Formula: C10H10BrNO3Re
Source: the OMol25 dataset
Level of theory: ωB97M-V/def2-TZVPD

Last column: Mulliken charge in e.
Positions of all 26 atoms, in Å:
C: -1.918 -0.853 0.702  -0.35
C: -1.757 -1.375 2.042  -0.71
C: -1.908 -0.255 2.951  0.06
H: -1.566 -2.412 2.351  0.34
C: -2.018 0.968 2.185  -0.64
C: -2.061 0.586 0.789  -0.41
H: -2.190 1.284 -0.038  0.39
H: -1.972 -1.458 -0.199  0.47
H: -1.923 -0.338 4.024  0.54
H: -2.034 1.979 2.609  0.35
Re: -0.131 -0.005 1.653  1.07
Br: 1.237 -0.853 -0.287  -0.29
C: 2.779 0.684 -3.324  -0.39
C: 1.665 1.485 -3.767  -0.31
C: 0.658 0.596 -4.296  -0.47
H: 1.600 2.573 -3.723  0.41
C: 1.152 -0.754 -4.182  -0.29
C: 2.461 -0.701 -3.578  -0.49
H: 3.109 -1.554 -3.377  0.41
H: 3.707 1.058 -2.892  0.36
H: -0.301 0.894 -4.722  0.39
H: 0.634 -1.657 -4.509  0.38
O: -0.110 1.114 5.532  -0.54
N: 0.145 0.025 5.211  0.98
O: 0.270 -1.087 5.536  -0.54
O: 0.475 0.056 3.310  -0.72

The frontier orbital gap (alpha / beta) comes out at 0.204 / 0.229 Eh. Its multiplicity is 4. The expectation value of S² is 3.782. For the HOMO energy (alpha / beta), the calculation gives -6.12 / -7.99 eV. The value obtained for the largest force on an atom is 4.20 eV Å⁻¹. Its total energy is -90327.7868 eV. The LUMO energy (alpha / beta) is -0.57 / -1.75 eV.

---

Formula: C10H10Cl2N2NiO2S
Source: the OMol25 dataset
Level of theory: ωB97M-V/def2-TZVPD

Last column: Mulliken charge in e.
Positions of all 28 atoms, in Å:
Ni: 0.024 -0.237 -0.312  -0.33
C: -2.251 2.392 -2.876  -1.35
C: -1.536 1.287 -2.175  0.68
N: -0.482 1.470 -1.444  -0.11
O: -0.067 2.789 -1.285  -0.38
C: -1.980 -0.086 -2.276  0.59
C: -2.818 -0.588 -3.414  -1.31
N: -1.594 -0.869 -1.307  0.13
O: -1.824 -2.107 -1.222  -0.63
H: -2.053 3.330 -2.365  0.46
H: -3.320 2.203 -2.904  0.33
H: -1.888 2.473 -3.899  0.31
H: 0.693 2.761 -0.684  0.38
H: -2.555 -0.075 -4.335  0.34
H: -3.879 -0.436 -3.214  0.30
H: -2.642 -1.657 -3.529  0.41
Cl: 0.231 -1.885 1.080  0.00
C: 1.408 -1.460 2.261  0.81
C: 1.798 -2.392 3.205  -0.74
C: 2.774 -2.060 4.126  -0.45
C: 3.359 -0.806 4.097  -0.64
C: 2.952 0.130 3.165  0.18
Cl: 3.705 1.678 3.143  -0.21
C: 1.954 -0.170 2.225  0.29
S: 1.431 1.010 1.070  -0.28
H: 1.339 -3.367 3.207  0.44
H: 3.088 -2.780 4.864  0.36
H: 4.135 -0.547 4.798  0.42

The frontier orbital gap (alpha / beta) comes out at 0.275 / 0.268 Eh. For the HOMO energy (alpha / beta), the calculation gives -8.19 / -8.19 eV. The value obtained for the largest force on an atom is 2.99 eV Å⁻¹. Its total energy is -94527.8027 eV. The LUMO energy (alpha / beta) is -0.70 / -0.88 eV.

---

Formula: C10H10ClP
Source: the OMol25 dataset
Level of theory: ωB97M-V/def2-TZVPD

Last column: Mulliken charge in e.
Positions of all 22 atoms, in Å:
C: 3.098 -1.130 -0.157  -0.20
C: 2.019 -1.852 -0.695  -0.75
C: 2.882 -0.030 0.686  -0.46
C: 0.762 -1.407 -0.389  -0.45
C: 1.629 0.452 0.825  -0.42
C: 0.562 -0.177 0.214  0.72
C: -2.501 -0.781 -1.869  -0.89
C: -0.737 0.313 0.515  0.03
C: -1.237 1.688 0.752  -0.62
C: -2.418 1.692 -0.217  -0.71
P: -2.334 -0.170 -0.329  0.69
Cl: -3.597 -0.936 1.075  -0.30
H: 4.166 -1.442 -0.364  0.29
H: 2.299 -2.773 -1.193  0.36
H: 3.807 0.330 1.247  0.28
H: -0.076 -1.902 -0.714  0.41
H: 1.500 1.256 1.576  0.31
H: -2.366 -1.810 -2.065  0.35
H: -1.627 1.849 1.780  0.26
H: -0.556 2.469 0.561  0.40
H: -3.311 2.305 -0.048  0.40
H: -1.964 2.056 -1.189  0.31

The frontier orbital gap (alpha / beta) comes out at 0.267 / 0.259 Eh. For the HOMO energy (alpha / beta), the calculation gives -8.48 / -7.80 eV. The value obtained for the largest force on an atom is 3.07 eV Å⁻¹. Its total energy is -32338.4438 eV. The LUMO energy (alpha / beta) is -1.22 / -0.76 eV.

---

Formula: C10H10INO
Source: the OMol25 dataset
Level of theory: ωB97M-V/def2-TZVPD

Last column: Mulliken charge in e.
Positions of all 23 atoms, in Å:
C: -2.596 0.268 0.205  -0.08
C: -2.514 -1.143 0.148  -1.53
C: -1.566 1.123 0.017  -1.25
C: -1.194 -1.538 -0.034  0.19
C: -0.208 0.669 -0.102  1.04
C: -0.110 -0.763 -0.200  0.13
C: 0.954 -2.325 -1.434  0.75
C: 0.758 1.668 -0.016  -0.28
C: 0.558 3.131 0.206  -1.14
C: 2.144 -1.805 0.687  -0.82
N: 1.118 -1.549 -0.424  0.20
O: 0.778 -2.879 -2.423  -0.32
I: 2.653 1.325 -1.049  -0.17
H: -3.702 0.770 0.289  0.17
H: -3.297 -1.779 0.296  0.50
H: -1.617 2.129 0.289  0.20
H: -0.957 -2.504 -0.288  0.49
H: -0.412 3.344 0.638  0.38
H: 0.757 3.922 -0.624  0.25
H: 1.293 3.363 1.001  0.33
H: 3.027 -2.502 0.391  0.33
H: 2.576 -0.884 0.859  0.31
H: 1.556 -2.041 1.569  0.32

The frontier orbital gap (alpha / beta) comes out at 0.201 / 0.201 Eh. For the HOMO energy (alpha / beta), the calculation gives -5.99 / -5.99 eV. The value obtained for the largest force on an atom is 4.44 eV Å⁻¹. Its total energy is -22165.1768 eV. The LUMO energy (alpha / beta) is -0.53 / -0.53 eV.

---

Formula: C10H10N2O2
Source: the OMol25 dataset
Level of theory: ωB97M-V/def2-TZVPD

Last column: Mulliken charge in e.
Positions of all 24 atoms, in Å:
C: -0.310 0.810 0.655  0.89
C: -0.506 0.261 2.005  -0.42
C: -1.095 0.982 2.941  -0.32
C: -1.157 2.973 1.636  0.20
C: 0.758 -1.425 -0.403  0.49
C: -0.391 -2.077 -1.044  -0.96
C: -0.260 -2.108 -2.358  -0.30
C: 0.863 -1.668 -3.127  -0.49
C: 2.014 -1.185 -2.527  -0.23
C: 1.963 -1.000 -1.084  -1.24
H: -0.820 2.679 -0.323  0.28
H: 0.037 -0.672 2.197  0.24
H: -1.182 0.505 3.925  0.36
H: -1.534 2.899 3.657  0.30
H: 0.665 -1.774 0.733  0.63
H: -1.196 -2.411 -0.501  0.53
H: -0.983 -2.397 -3.016  0.39
H: 0.740 -1.794 -4.239  0.28
H: 2.976 -1.113 -3.113  0.31
H: 2.740 -0.561 -0.562  0.46
N: -0.807 2.148 0.592  -0.13
N: -1.495 2.301 2.840  -0.12
O: 0.135 0.388 -0.376  -0.52
O: -1.154 4.239 1.493  -0.64

The frontier orbital gap comes out at 0.265 Eh. For the HOMO energy, the calculation gives -7.13 eV. The value obtained for the largest force on an atom is 5.12 eV Å⁻¹. Its total energy is -17604.5743 eV. The LUMO energy is 0.07 eV.

---

Formula: C10H10N2O2
Source: the OMol25 dataset
Level of theory: ωB97M-V/def2-TZVPD

Last column: Mulliken charge in e.
Positions of all 24 atoms, in Å:
C: 3.350 -0.936 0.796  -0.82
C: 2.795 -1.128 -0.654  -0.34
C: 1.178 0.713 -0.334  0.82
C: -0.046 1.324 -0.088  0.32
C: -1.275 0.537 -0.169  0.49
C: -2.374 1.389 -0.029  -0.44
C: -3.693 0.845 -0.130  -0.55
C: -3.795 -0.483 0.110  -0.62
C: -2.572 -1.442 0.073  -0.40
C: -1.312 -0.897 -0.270  -0.32
H: 4.379 -1.651 1.047  0.31
H: 2.489 -1.295 1.801  0.19
H: 3.583 0.218 1.026  0.30
H: 3.643 -0.765 -1.438  0.24
H: 2.729 -2.094 -1.010  0.40
H: -2.522 2.371 -0.080  0.45
H: -4.393 1.602 -0.118  0.43
H: -4.758 -0.760 0.061  0.49
H: -2.400 -2.556 0.361  0.26
H: -0.322 -1.377 -0.108  0.31
N: 2.152 1.521 -0.028  -0.41
N: 0.226 2.593 -0.004  -0.46
O: 1.427 -0.544 -0.738  -0.48
O: 1.510 2.815 -0.073  -0.15

The frontier orbital gap comes out at 0.332 Eh. For the HOMO energy, the calculation gives -8.79 eV. The value obtained for the largest force on an atom is 6.02 eV Å⁻¹. Its total energy is -17599.6097 eV. The LUMO energy is 0.24 eV.

---

Formula: C10H10N2O4Sn
Source: the OMol25 dataset
Level of theory: ωB97M-V/def2-TZVPD

Last column: Mulliken charge in e.
Positions of all 27 atoms, in Å:
Sn: -0.622 -0.422 0.673  0.89
O: -0.289 -3.414 -1.891  -0.10
C: -0.401 -2.572 -1.138  0.11
C: 0.213 1.754 0.883  0.21
O: 0.657 2.808 0.941  -0.03
C: -2.411 0.511 -0.706  0.25
O: -2.832 1.274 -1.469  -0.08
C: 1.402 -1.182 1.819  0.25
O: 2.532 -1.127 2.061  -0.07
C: 2.338 0.388 -3.276  -0.50
H: 3.014 -0.454 -3.064  0.27
H: 1.555 0.201 -4.025  0.27
C: 2.488 1.586 -2.688  -0.57
H: 1.826 2.426 -2.912  0.28
H: 3.278 1.774 -1.956  0.28
C: -2.481 -2.479 2.136  -0.91
C: -2.439 -1.214 2.878  0.49
N: -1.757 -0.120 2.558  0.02
C: -2.014 0.837 3.556  -0.40
C: -2.860 0.271 4.471  -0.56
N: -3.114 -1.015 4.032  -0.04
H: -2.131 -3.296 2.782  0.38
H: -3.521 -2.713 1.868  0.38
H: -1.884 -2.483 1.217  0.07
H: -1.568 1.822 3.510  0.44
H: -3.306 0.632 5.381  0.41
H: -3.705 -1.720 4.477  0.25

The frontier orbital gap comes out at 0.244 Eh. Its net charge is +2. For the HOMO energy, the calculation gives -15.17 eV. The value obtained for the largest force on an atom is 6.52 eV Å⁻¹. Its total energy is -27513.9551 eV. The LUMO energy is -8.53 eV.